The following is a DFT calculation (ωB97M-V with the def2-TZVPD basis set) of a cluster of 2 separate species, C21H35N7O4 in total.

Positions of all 67 atoms, in Å:
N 0.36672 1.44645 0.56846
C 1.52974 0.77507 0.39425
N 2.24857 1.20833 -0.61430
C 3.38843 0.55186 -0.86317
N 3.82301 -0.50443 -0.16598
C 3.07456 -0.91209 0.85585
C 3.26347 -1.99956 1.80366
C 4.40216 -2.98609 1.84235
N 5.64630 -2.38391 2.35859
C 5.66601 -1.70166 3.66605
C 6.67654 -0.56044 3.50491
C 5.96378 0.76746 3.22475
O 5.20922 1.16421 4.37467
C 7.54139 -0.97450 2.31382
O 8.58255 -1.83869 2.77041
C 6.58499 -1.74931 1.41541
C 2.18476 -1.99872 2.65829
N 1.34838 -0.95323 2.28314
C 1.88790 -0.29400 1.17923
H 0.20718 2.10440 -0.18843
H -0.41327 0.87472 0.86005
H 3.99815 0.89462 -1.69410
H 4.12796 -3.82626 2.48857
H 4.56849 -3.38830 0.83725
H 4.68105 -1.32528 3.95845
H 5.99992 -2.39802 4.44174
H 7.28618 -0.44751 4.40661
H 5.29740 0.66428 2.36125
H 6.70234 1.54134 2.98998
H 4.73502 1.99466 4.19902
H 7.97467 -0.11387 1.79383
H 8.16981 -2.63905 3.14152
H 6.07235 -1.05497 0.74881
H 7.11333 -2.48521 0.80089
H 2.02874 -2.68844 3.48417
H 0.50203 -0.67242 2.77978
C -4.10923 0.30331 -4.36565
C -3.48036 1.52690 -3.69104
C -3.50137 1.58392 -2.14331
C -2.57553 0.50523 -1.54191
C -4.89010 1.68283 -1.44140
N -5.31528 0.43000 -0.76643
C -5.88647 -0.67234 -1.25584
C -6.09128 -1.79535 -0.26907
O -6.25450 -0.81462 -2.40955
C -5.93523 2.46716 -2.26569
O -5.77294 3.67537 -2.41056
N -7.00830 1.84345 -2.76177
C -8.07795 2.49521 -3.51545
H -5.19361 0.37662 -4.33337
H -3.78104 -0.61883 -3.88801
H -3.80723 0.27949 -5.41278
H -2.43789 1.57229 -4.00914
H -3.95936 2.42047 -4.09159
H -3.01256 2.53231 -1.91183
H -2.49970 0.64026 -0.46382
H -1.57736 0.59374 -1.97401
H -2.95620 -0.49347 -1.75512
H -4.70646 2.35724 -0.60493
H -5.10684 0.38960 0.21675
H -6.80604 -1.48126 0.48910
H -5.13918 -2.05130 0.19180
H -6.48184 -2.66266 -0.80078
H -7.03178 0.83330 -2.67576
H -8.75422 3.00504 -2.82761
H -8.63606 1.75352 -4.08861
H -7.65395 3.23112 -4.20236

Values from the calculation:
structure (SMILES)	Nc1ncnc2c(CN3C[C@H](CO)[C@@H](O)C3)c[nH]c12.CC[C@H](C)[C@H](NC(C)=O)C(=O)NC
frontier orbital gap	7.9	eV
LUMO	0.020	eV
multiplicity	1
energy above the lowest of the compared OMol25 structures with the same formula, charge and spin	0.0	kJ/mol
HOMO energy	-7.88	eV


The following is a DFT calculation (ωB97M-V with the def2-TZVPD basis set) of a structure of composition C50H51LiN4O4P2S.

Positions of all 113 atoms, in Å:
Li -0.48456 -0.35531 0.87504
O 1.03180 0.02713 2.19311
C 1.25778 -0.16564 3.43174
C 2.80471 -0.37067 3.66811
C 3.17733 -0.16954 4.98102
C 4.51459 -0.21345 5.32492
C 5.48500 -0.49253 4.39124
C 5.13611 -0.78892 3.06547
C 3.78342 -0.64936 2.66933
P 3.13493 -0.68812 0.93808
C 4.56389 -1.50223 0.12985
C 4.58213 -2.89800 0.03094
C 5.72394 -3.54452 -0.42185
C 6.77325 -2.80507 -0.95228
C 6.72353 -1.42134 -1.05567
C 5.60446 -0.80476 -0.50776
C 3.47593 1.13474 0.50817
C 4.57112 1.87822 1.00221
C 4.61573 3.22729 0.74849
C 3.65529 3.85788 -0.04410
C 2.61074 3.12812 -0.50348
C 2.50309 1.75194 -0.24792
H 2.46429 -0.02184 5.74170
H 4.82405 0.07012 6.33049
H 6.51722 -0.37849 4.63767
H 5.95305 -0.99035 2.35136
H 3.79333 -3.50989 0.50182
H 5.83222 -4.60460 -0.38916
H 7.65715 -3.33793 -1.32036
H 7.51159 -0.93351 -1.52960
H 5.54302 0.28204 -0.50562
H 5.27446 1.38368 1.65529
H 5.39670 3.77756 1.23529
H 3.71558 4.93191 -0.13437
H 1.78856 3.61002 -1.06119
H 1.63709 1.19796 -0.58051
C -2.34872 -4.83243 0.47388
C -2.93911 -3.45737 0.06492
C -2.53615 -3.21434 -1.35880
P -2.30975 -1.94044 1.06015
C -2.57730 -2.57480 2.84051
C -2.14176 -1.53009 3.84961
C -4.01693 -3.03467 3.13142
C -3.54795 -0.63601 0.82500
C -4.89420 -0.95849 0.73028
C -5.92313 -0.04563 0.63363
C -7.32913 -0.44642 0.31391
C -5.50744 1.30329 0.70348
C -4.18726 1.70368 0.83303
C -3.12176 0.75493 0.87388
N -1.85449 1.07617 1.03943
C -1.38804 2.39890 1.29411
C -1.32305 2.94431 2.56906
C -1.77318 2.09546 3.73060
C -0.73320 4.21820 2.80787
C -0.25617 5.03224 1.79842
C 0.49035 6.26624 2.11721
C -0.49290 4.57241 0.49589
C -1.02567 3.27846 0.23163
C -1.28005 2.84635 -1.16682
H -2.78940 -5.60553 -0.25551
H -2.58154 -5.08573 1.52028
H -1.27229 -4.74599 0.31254
H -4.04289 -3.58594 0.15903
H -1.44673 -3.39504 -1.41956
H -2.69464 -2.19804 -1.76887
H -3.05045 -3.93717 -2.01646
H -1.88528 -3.37993 2.93353
H -2.87105 -0.75542 3.91685
H -1.15120 -1.05698 3.66243
H -2.12957 -1.99591 4.84886
H -4.70630 -2.15960 3.08032
H -4.03766 -3.54706 4.09086
H -4.41707 -3.76385 2.43476
H -5.10446 -2.01980 0.74148
H -7.44791 -1.50041 0.54194
H -7.57150 -0.40038 -0.79237
H -8.14557 0.14292 0.77121
H -6.27517 2.08602 0.65134
H -3.97888 2.75012 0.94570
H -0.95354 1.42972 4.03557
H -2.59538 1.41562 3.40481
H -2.03603 2.72157 4.52518
H -0.57996 4.49910 3.81830
H 0.24346 6.61700 3.10597
H 0.27641 7.07588 1.40716
H 1.58019 6.14073 2.08900
H -0.23462 5.15735 -0.37951
H -1.38280 3.63968 -1.91550
H -2.17032 2.27869 -1.20584
H -0.52141 2.13806 -1.53977
O -2.67302 -2.04793 -8.75835
S -2.50538 -0.60300 -8.45129
O -3.38515 -0.11401 -7.38387
O -2.36759 0.28440 -9.60182
C -0.83041 -0.56756 -7.66974
N 0.22481 -0.71109 -8.47536
C 1.42254 -0.77608 -7.80270
C 1.55525 -0.62125 -6.43445
C 0.31901 -0.55022 -5.69538
N -0.83371 -0.43310 -6.33176
C 0.21943 -0.59267 -4.20393
C -0.98063 -0.13305 -3.58920
C -1.15715 -0.21714 -2.21441
N -0.16216 -0.69842 -1.39751
C 0.93989 -1.18155 -1.99372
C 1.19598 -1.12651 -3.36914
H 2.27738 -0.86004 -8.44907
H 2.55354 -0.61787 -5.95851
H -1.76621 0.24123 -4.25292
H -1.99201 0.16667 -1.68605
H 1.68641 -1.62983 -1.33398
H 2.09730 -1.60307 -3.70040

Values from the calculation:
frontier orbital gap	5.8	eV
LUMO	3.672	eV
multiplicity	1
energy above the lowest of the compared OMol25 structures with the same formula, charge and spin	98.8	kJ/mol
HOMO energy	-2.11	eV
total charge	-2